Entry 1:
89
Properties=species:S:1:pos:R:3 method="wB97M-V/def2-TZVPD" multiplicity=8 homo_energy_ev="0.928 / -3.199" s2=15.8356 total_charge=-2
H -4.360 4.058 -3.800
C 1.101 -5.623 -0.514
C 2.189 -6.428 -0.813
C 4.638 2.332 2.464
H 3.031 5.153 4.405
H -2.025 -0.259 1.231
C -0.715 -0.290 -2.505
F -3.747 -0.236 -4.635
C 3.027 1.977 -1.506
H -3.272 -0.175 -0.863
O 0.801 2.877 0.124
H 0.163 -6.072 -0.226
H 0.387 -3.598 -0.369
C 0.891 2.053 3.561
H -3.325 1.982 -4.630
H 5.539 4.148 1.785
C 3.591 2.095 -0.082
O 0.627 -0.186 1.591
C 1.688 4.256 3.003
C -5.359 -1.648 -0.548
C 4.911 3.309 1.522
C 1.217 -4.250 -0.593
C 2.474 -2.183 -1.072
O -1.027 1.986 1.371
H 3.156 -0.617 -2.307
H 0.749 -1.869 -2.689
H -2.470 -2.302 -5.422
F -0.160 -3.242 -4.630
H 3.857 -2.211 -2.735
C 2.376 3.213 5.049
C -0.178 -1.461 -3.063
Eu 0.222 0.759 -0.337
H -5.555 -0.571 1.970
C -3.764 3.442 -3.139
O 1.653 -1.498 -0.476
C 2.421 -3.664 -0.987
O 3.576 2.619 -2.393
H 4.596 3.923 -0.511
C -2.753 2.997 -1.034
H 0.601 -1.524 4.021
Cl 5.323 2.478 4.047
H -4.832 0.646 0.909
H -4.814 -3.094 1.664
H 2.730 0.247 0.627
H 2.932 3.254 5.976
As -0.012 0.421 2.973
H -2.539 3.275 -0.010
C -3.563 3.807 -1.818
C 3.512 -4.482 -1.281
O -0.774 4.395 1.197
C -4.647 -0.284 1.444
C 4.389 3.183 0.249
C -1.973 -1.740 -4.650
H 1.628 1.219 5.387
N -2.211 1.864 -1.463
N -3.069 -1.030 -0.349
H -5.027 -2.372 -1.286
O -1.543 0.043 3.360
H -3.473 -3.403 0.550
H 2.101 -7.503 -0.748
H -6.248 -2.027 -0.049
C 0.915 3.144 2.723
H -4.008 4.698 -1.407
C -2.520 -0.582 -4.139
H 4.409 -1.329 -1.296
C 3.392 -5.856 -1.192
H 3.652 0.473 2.901
O 2.060 1.162 -1.646
H -5.618 -0.729 -1.069
S -0.097 3.124 1.255
C 3.545 -1.562 -1.921
N -1.856 -0.799 0.367
C -3.910 -2.674 1.229
H 4.460 -4.050 -1.562
C -3.198 2.271 -3.601
H 1.690 5.084 2.308
C -0.764 -2.134 -4.115
O 0.883 -0.626 4.214
H 4.237 -6.486 -1.429
C 3.850 1.235 2.160
C 2.422 4.290 4.176
H -1.492 -1.708 0.662
C 1.634 2.085 4.737
H -3.869 -0.106 2.185
H -3.208 -2.466 2.034
C -4.237 -1.389 0.462
C -1.903 0.170 -3.138
C -2.459 1.469 -2.725
C 3.331 1.122 0.880

---

Entry 2:
85
Properties=species:S:1:pos:R:3 method="wB97M-V/def2-TZVPD" multiplicity=1 homo_energy_ev=-8.867 total_charge=+2 e_above_lowest_kj_mol=1586.0
C 6.288 -8.193 3.045
H 1.537 -0.295 -7.337
H -0.986 9.049 6.918
H -8.032 2.324 -0.619
H -4.508 0.886 1.286
H 2.303 0.228 -11.442
H -1.978 -6.939 -6.737
H 0.344 -7.283 -7.369
H -3.143 7.318 3.629
H 1.463 -2.734 9.521
C 1.778 0.396 -8.131
N -0.078 6.504 4.839
C 5.048 -7.861 2.553
C 7.037 -7.309 3.821
H -3.306 6.341 -2.409
H -2.823 8.810 -2.219
H -0.637 9.676 -2.450
C -2.206 8.272 5.243
O 1.523 -0.663 1.286
N 0.107 6.331 -2.860
C -1.608 -4.251 9.867
H -7.478 1.006 -2.578
C -2.037 8.083 -2.359
N 0.231 -3.223 7.935
H 7.047 -5.442 4.734
Li 3.082 -1.613 4.722
Li 3.027 2.485 -2.921
H 1.540 -1.157 -9.564
C -1.180 5.887 -2.632
H 6.660 -9.202 2.943
C -6.259 1.639 0.518
C 1.895 -0.149 -9.403
C -2.289 6.701 -2.447
C 2.588 2.452 -8.870
C -2.232 7.358 4.208
N -4.781 0.118 -0.715
H -2.314 -4.622 10.595
N 2.226 1.660 -7.830
C -5.700 0.125 -1.733
H 1.314 8.054 -2.877
C 6.498 -6.091 4.067
C -1.487 -5.864 -4.964
C -5.075 0.898 0.367
H -3.068 8.847 5.546
C -0.458 -3.569 10.220
H 1.567 -5.489 -3.838
C -1.077 8.357 6.094
C 0.494 -3.153 9.289
C -6.867 0.950 -1.690
C -7.160 1.689 -0.559
C -1.793 -4.369 8.448
C 2.352 0.667 -10.457
C -0.748 8.602 -2.455
H -6.495 2.163 1.433
H 4.475 -8.512 1.909
C 0.736 -5.772 -4.466
H 3.683 -6.247 2.411
N -0.553 -5.479 -4.110
C -1.163 6.459 4.069
H -1.161 -3.852 6.497
C 0.086 -6.812 -6.432
C 2.728 2.007 -10.198
H -1.274 5.708 3.300
H 7.977 -7.586 4.275
C -0.052 7.493 5.764
O 1.772 -0.337 -0.715
H 0.844 7.476 6.366
H 2.792 3.490 -8.651
C 1.106 -6.399 -5.625
H -0.160 -3.484 11.254
Li 3.375 3.589 3.570
O 2.523 1.138 0.602
N 5.264 -5.682 3.633
C 4.575 -6.620 2.893
Li -1.135 -2.679 -0.376
C 0.311 7.683 -2.730
C -0.869 -3.886 7.536
H -2.753 -4.712 8.090
H -5.466 -0.384 -2.656
H 2.996 2.754 -10.931
C 1.990 0.029 0.410
C -1.205 -6.571 -6.078
H -1.222 4.808 -2.634
H 2.141 -6.432 -5.931
H -2.499 -5.592 -4.702

---

no.,calculated total energy (eV)
1,-169756.63231
2,-55272.89279